# 1
Below is 2 unconnected molecules or ions with the total composition C6H6O at a distorted geometry, with properties calculated with ωB97M-V with the def2-TZVPD basis set.

The geometry in XYZ format:
```
13
C6H6O (ωB97M-V with the def2-TZVPD basis set)
C 0.4473 -1.0174 2.6372
C 0.4545 -1.0632 1.4286
C -0.7605 1.9854 -0.7874
C 0.3687 1.5887 -0.3311
C -0.2617 -1.4030 -1.0737
C 0.3694 -0.7425 0.0343
O 1.1839 -1.3414 -0.8991
H 0.6769 -1.3710 3.5958
H -1.0773 3.0795 -0.6970
H -1.3379 1.2589 -1.4746
H 1.1474 2.0534 0.2869
H -0.6791 -2.2797 -0.9387
H -0.5317 -0.7478 -1.7812
```

Calculated values
- Multiplicity: 1
- Net charge: 0
- Lowest unoccupied orbital energy (alpha / beta): -0.0015 / -0.0016 Ha
- Orbital gap (alpha / beta): 0.307 / 0.307 hartree
- Energy relative to the best compared isomer or geometry (same formula, charge and spin): 181.97 kcal per mole
- Highest occupied orbital energy (alpha / beta): -0.309 / -0.309 Eh

---

# 2
Below is 12 unconnected molecules or ions with the total composition C19H62N6O12 at a distorted geometry, with properties calculated with ωB97M-V with the def2-TZVPD basis set.

The geometry in XYZ format:
```
99
C19H62N6O12 (ωB97M-V with the def2-TZVPD basis set)
N -4.2457 -0.7730 -1.0151
C -3.8637 -1.9590 -0.9841
N -4.7887 -2.7630 -0.7131
O -2.6237 -2.2730 -1.3431
H -3.3957 -0.1190 -1.1181
H -4.9667 -0.4650 -0.4251
H -4.5717 -3.7650 -0.8661
H -5.8557 -2.5260 -0.7571
N 1.2273 -0.3330 0.4149
C 0.4223 -1.3350 0.3119
N -0.2557 -1.2660 -0.7611
O 0.2363 -2.2970 1.2499
H 1.8323 -0.3190 1.2289
H 1.2933 0.3970 -0.3381
H -1.0347 -1.9230 -0.8771
H 0.1603 -0.9840 -1.6981
N -0.5417 3.0650 -0.7621
C -1.0457 4.2630 -0.6661
N -2.3087 4.3160 -0.6231
O -0.1757 5.3480 -0.5371
H 0.4163 3.0860 -1.1261
H -1.0247 2.1690 -0.6511
H -2.6807 5.2720 -0.8011
H -2.9667 3.5800 -0.7181
C -0.1397 -0.5520 5.5659
C -0.1387 0.0370 4.1479
O 0.8393 1.1190 4.1519
H 0.6473 -1.2810 5.7769
H -1.0647 -1.0380 5.7879
H -0.1427 0.2810 6.3559
H -1.1197 0.5700 4.0779
H -0.0787 -0.7070 3.3289
H 0.8973 1.3510 3.2019
C 0.0733 -2.7250 -4.2831
C 1.2543 -2.1120 -3.4191
O 0.9303 -0.7410 -3.2861
H -0.9057 -2.6450 -3.8371
H 0.2523 -3.7390 -4.5731
H 0.0893 -2.2360 -5.2811
H 2.1253 -2.2360 -3.9791
H 1.4333 -2.6170 -2.4801
H 0.9483 -0.4310 -4.2171
C -3.3397 1.6130 1.3619
C -2.2627 0.6660 0.9779
O -1.9857 0.7750 -0.4161
H -4.3277 1.4160 0.9709
H -3.1007 2.5780 1.0389
H -3.4467 1.6430 2.4699
H -2.5057 -0.3550 1.2009
H -1.3317 0.8240 1.4999
H -1.4037 0.0180 -0.5441
C 4.3893 2.5770 2.0519
C 5.5983 1.8100 1.5449
O 6.0043 0.8490 2.5259
H 4.4973 3.0450 3.0309
H 3.4993 2.0170 1.9069
H 4.2343 3.3990 1.3469
H 6.5173 2.3410 1.3669
H 5.2603 1.2680 0.6489
H 5.3633 0.1100 2.4049
C -2.8007 -2.3700 2.9929
C -4.2907 -2.0020 2.7379
O -4.8967 -3.0740 2.0579
H -2.5037 -1.3810 3.4659
H -2.1077 -2.4640 2.1309
H -2.6277 -3.2000 3.6809
H -4.2777 -1.1510 2.0779
H -4.9917 -1.8110 3.6029
H -4.9547 -2.8120 1.1439
C -2.0527 0.3200 -3.5811
C -2.1007 -0.0170 -5.0791
O -1.9527 1.1900 -5.7631
H -1.1787 0.9480 -3.3631
H -1.9537 -0.6050 -2.9651
H -2.9077 0.9590 -3.2241
H -3.0187 -0.5950 -5.4121
H -1.2927 -0.6870 -5.3611
H -2.7197 1.7550 -5.6071
C 2.9773 1.9610 -1.1121
C 2.2263 2.3450 -2.3901
O 1.8083 3.6380 -2.3931
H 2.4673 2.1680 -0.1501
H 3.9323 2.4880 -0.9201
H 3.2743 0.9460 -1.1471
H 1.4313 1.6450 -2.5941
H 2.8963 2.2150 -3.2431
H 1.7533 3.8340 -3.3341
C 3.0323 -1.6490 3.0239
O 3.3173 -0.3660 2.5049
H 1.9393 -1.9060 3.0179
H 3.2733 -1.6800 4.1039
H 3.5553 -2.4700 2.5419
H 3.2753 0.2240 3.2369
C 4.0733 -2.1640 -0.9291
O 4.7603 -1.6910 0.3279
H 3.2723 -1.3910 -1.1181
H 3.6093 -3.1800 -0.8731
H 4.7523 -2.1570 -1.7621
H 4.2023 -1.0980 0.8249
```

Calculated values
- Multiplicity: 1
- Net charge: 0
- Structure (SMILES): NC(N)=O.NC(N)=O.NC(N)=O.CCO.CCO.CCO.CCO.CCO.CCO.CCO.CO.CO
- Lowest unoccupied orbital energy: -0.0007 Ha
- Orbital gap: 0.311 hartree
- Energy relative to the best compared isomer or geometry (same formula, charge and spin): 122.40 kcal per mole
- Highest occupied orbital energy: -0.312 Eh

---

# 3
Below is a molecular structure, C4H11NO2 at a distorted geometry, with properties calculated with ωB97M-V with the def2-TZVPD basis set.

The geometry in XYZ format:
```
18
C4H11NO2 (ωB97M-V with the def2-TZVPD basis set)
C -0.2193 -0.0910 -0.0398
C -0.9896 -1.3705 -0.2546
C 1.2785 -0.7114 1.0750
C -0.9050 1.0069 0.7341
N 0.7976 0.1227 -0.9334
O 1.4127 1.3558 -0.7486
O -0.7316 0.6130 -2.0744
H 2.2770 1.2127 -1.1590
H -0.4811 1.5189 -2.3084
H -1.0368 0.7005 1.7755
H -1.3583 -1.7602 0.6970
H -1.8368 -1.1527 -0.9041
H -0.3700 -2.1201 -0.7470
H 1.9358 -1.4233 0.5858
H 1.7909 0.1655 1.4574
H 0.6569 -1.1927 1.8256
H -0.3371 1.9352 0.7258
H -1.8837 1.1908 0.2930
```

Calculated values
- Multiplicity: 1
- Net charge: 0
- Lowest unoccupied orbital energy (alpha / beta): 0.0126 / 0.0126 Ha
- Orbital gap (alpha / beta): 0.322 / 0.322 hartree
- Energy relative to the best compared isomer or geometry (same formula, charge and spin): 150.97 kcal per mole
- Highest occupied orbital energy (alpha / beta): -0.309 / -0.310 Eh

---

# 4
Below is a single C16H20N4O3 molecule at a distorted geometry, with properties calculated with ωB97M-V with the def2-TZVPD basis set.

The geometry in XYZ format:
```
43
C16H20N4O3 (ωB97M-V with the def2-TZVPD basis set)
C 2.9993 -2.1866 4.7744
N 1.7145 -2.0790 4.0469
C 0.5163 -2.1294 4.5756
O 0.3016 -2.3975 5.7438
C -0.7516 -1.8771 3.6974
N -0.5674 -1.4852 2.2625
C -0.4582 -0.2627 1.7571
O -0.4512 0.7683 2.4366
C -0.2142 -0.1165 0.2611
C -1.1945 0.8601 -0.4508
C -1.1548 0.8249 -1.9684
C -0.3851 0.0024 -2.7528
N -0.6230 0.2476 -4.0838
C -1.5387 1.2581 -4.2632
C -2.0066 1.9634 -5.3669
C -2.9235 3.0178 -5.1533
C -3.3712 3.3484 -3.8820
C -2.8835 2.6741 -2.7664
C -1.9438 1.6149 -2.9356
N 1.1876 0.1985 0.0553
C 2.1269 -0.7121 0.3149
C 3.5835 -0.3146 0.3296
O 1.8437 -1.8835 0.5110
H 2.8770 -3.0753 5.3939
H 3.8691 -2.3880 4.1125
H 3.1642 -1.2866 5.4040
H 1.8065 -1.8058 3.0841
H -1.3497 -2.7862 3.6534
H -1.3046 -1.1123 4.2587
H -0.4621 -2.1984 1.5808
H -0.4252 -1.0841 -0.1789
H -2.2529 0.6748 -0.1380
H -0.9450 1.8858 -0.1062
H 0.2763 -0.7502 -2.3530
H -0.1551 -0.2864 -4.7940
H -1.5903 1.7675 -6.3457
H -3.1826 3.6007 -6.0603
H -4.0930 4.1320 -3.7442
H -3.1816 2.9317 -1.7585
H 1.3996 1.1438 -0.1770
H 3.9329 -0.1726 -0.6841
H 3.6601 0.5944 0.9041
H 4.1504 -1.1190 0.8057
```

Calculated values
- Multiplicity: 1
- Net charge: 0
- Structure (SMILES): CNC(=O)CNC(=O)[C@@H](Cc1c[nH]c2ccccc12)NC(C)=O
- Lowest unoccupied orbital energy: 0.0187 Ha
- Orbital gap: 0.315 hartree
- Energy relative to the best compared isomer or geometry (same formula, charge and spin): 2.85 kcal per mole
- Highest occupied orbital energy: -0.297 Eh

---

# 5
Below is a gas-phase ion, C4H8N2 (charge +2) at a distorted geometry, with properties calculated with ωB97M-V with the def2-TZVPD basis set.

The geometry in XYZ format:
```
14
C4H8N2 (ωB97M-V with the def2-TZVPD basis set)
C -2.8382 0.1781 0.0083
C -1.4168 -0.2332 -0.0693
N -0.6331 -1.3442 -0.1565
C -0.0386 -0.1940 -0.0439
C 1.2567 0.5084 -0.0216
N 2.4780 -0.3988 0.0307
H -3.0049 1.1673 -0.4788
H -3.0131 0.1462 1.0957
H -3.6509 -0.5719 -0.4642
H 1.1851 1.0786 0.9117
H 1.3737 1.3286 -0.9266
H 3.3993 0.2228 -0.1537
H 2.5236 -1.1189 -0.7242
H 2.3793 -0.7689 0.9924
```

Calculated values
- Multiplicity: 1
- Net charge: +2
- Structure (SMILES): CC1=[N+]=C1C[NH3+]
- Lowest unoccupied orbital energy: -0.3500 Ha
- Orbital gap: 0.428 hartree
- Energy relative to the best compared isomer or geometry (same formula, charge and spin): 32.67 kcal per mole
- Highest occupied orbital energy: -0.778 Eh

---

# 6
Below is a single C4H10OS molecule at a distorted geometry, with properties calculated with ωB97M-V with the def2-TZVPD basis set.

The geometry in XYZ format:
```
16
C4H10OS (ωB97M-V with the def2-TZVPD basis set)
C -0.4051 -1.1121 -1.6773
S -0.2819 -0.6616 -0.0803
C -1.7058 -0.4686 1.0983
O 0.8865 -1.6964 0.6732
C 0.3854 1.0452 -0.0760
C 1.8912 0.9944 0.0777
H -0.4566 -2.1837 -1.7762
H -1.2088 -0.5815 -2.1679
H -1.3481 -0.0490 2.0262
H -2.4115 0.1888 0.6037
H -2.1408 -1.4471 1.2594
H 0.0971 1.4579 -1.0417
H -0.0863 1.6022 0.7317
H 2.1497 0.5565 1.0383
H 2.3162 0.3628 -0.6971
H 2.3189 1.9922 0.0078
```

Calculated values
- Multiplicity: 1
- Net charge: 0
- Structure (SMILES): C=[S@@](C)(=O)CC
- Lowest unoccupied orbital energy: 0.0212 Ha
- Orbital gap: 0.328 hartree
- Energy relative to the best compared isomer or geometry (same formula, charge and spin): 95.59 kcal per mole
- Highest occupied orbital energy: -0.307 Eh

---

Q: What is the net charge in the first record?
A: 0

---

Q: What is the multiplicity in the fourth record?
A: 1